# 1
{
  "formula": "C30H50Cl2FeN3O4Si",
  "method": "ωB97M-V/def2-TZVPD",
  "elements": ["C", "C", "H", "H", "H", "C", "C", "H", "H", "H", "H", "Fe", "Cl", "C", "O", "N", "C", "C", "H", "H", "H", "H", "H", "H", "H", "H", "H", "C", "C", "N", "H", "C", "O", "H", "H", "H", "H", "H", "H", "C", "C", "N", "H", "C", "O", "H", "H", "H", "H", "O", "C", "C", "C", "H", "C", "H", "C", "H", "C", "C", "H", "H", "H", "Si", "Cl", "C", "C", "C", "H", "H", "H", "H", "H", "H", "H", "H", "H", "C", "C", "C", "C", "C", "C", "C", "H", "H", "H", "H", "H", "H", "H"],
  "coordinates": [[2.96337, -2.53991, -3.55663], [2.35437, -1.81142, -4.71513], [2.85402, -3.63009, -3.65790], [2.48039, -2.18871, -2.63598], [4.04707, -2.36183, -3.45060], [2.35523, -2.28961, -5.97206], [2.95750, -3.59803, -6.35022], [1.93266, -1.69702, -6.78580], [2.58263, -4.40873, -5.71706], [4.05948, -3.60175, -6.31302], [2.69521, -3.81588, -7.38927], [1.06693, 0.34669, 1.61821], [2.57269, 0.96006, 0.08291], [-0.15641, 2.83943, 0.84247], [-0.37554, 1.72409, 1.41349], [-1.15268, 3.50647, 0.28236], [-2.50773, 2.95781, 0.31301], [-0.90017, 4.66845, -0.56569], [0.85129, 3.28603, 0.79594], [-2.68395, 2.50786, 1.29681], [-2.65308, 2.20376, -0.47585], [-3.19059, 3.79118, 0.13379], [0.01543, 5.17300, -0.24134], [-1.76128, 5.34178, -0.47531], [-0.78417, 4.37527, -1.62105], [-3.31969, 2.20344, 6.02913], [-1.59146, 1.21599, 7.90088], [-3.50705, 1.14500, 5.80450], [-1.96373, 0.24906, 7.52264], [-2.34723, 0.33310, 6.11815], [-3.72219, 1.02199, 4.74480], [-1.48260, -0.01513, 5.12702], [-1.54080, 0.37960, 3.96119], [-1.15906, -0.49807, 7.63652], [-0.69411, -0.72699, 5.47148], [-4.35374, 0.81054, 6.40918], [-2.83346, -0.05225, 8.11912], [-0.11837, -4.70143, 2.88094], [-0.00940, -3.21393, 0.31283], [-1.12372, -4.90260, 2.47857], [-0.92537, -3.84238, 0.25337], [-1.56514, -3.87177, 1.54739], [-1.84436, -4.95569, 3.30068], [-2.26245, -2.77489, 1.94284], [-2.71975, -1.92191, 1.17175], [-1.61673, -3.41244, -0.47655], [-2.35983, -2.71788, 3.05050], [-1.11042, -5.86184, 1.94568], [-0.60704, -4.85686, -0.02292], [0.78485, -0.63924, -3.32389], [1.73898, -0.45286, -4.36790], [0.13892, -0.12475, -6.33257], [1.22175, 0.33238, -5.57898], [-0.32065, -1.08069, -6.07209], [-0.30262, 0.60999, -7.43811], [2.55748, 0.11677, -3.90383], [1.88917, 1.51373, -5.94570], [-1.14533, 0.23289, -8.02046], [0.33469, 1.80737, -7.77818], [1.45659, 2.24030, -7.06118], [2.74384, 1.81167, -5.34378], [-0.05746, 2.39360, -8.60484], [1.98446, 3.14969, -7.35494], [-0.62972, 0.02405, -2.75011], [1.08802, -1.90870, 1.79500], [-2.02559, -0.69187, -3.78974], [-0.58022, 1.88771, -3.01202], [-0.75357, -0.48770, -0.98926], [-1.97345, -0.27816, -4.80617], [-2.98589, -0.41573, -3.33273], [-1.96753, -1.78992, -3.84998], [-0.72957, -1.57526, -0.86543], [-1.64791, -0.11825, -0.47741], [0.16481, -0.09357, -0.51410], [-0.45906, 2.09248, -4.08485], [0.26170, 2.33529, -2.47116], [-1.51132, 2.36724, -2.67603], [1.76230, 1.60661, 3.29271], [1.67580, 1.24838, 4.70527], [2.37013, 0.10875, 5.16574], [2.51561, -0.14808, 6.53101], [1.91801, 0.69161, 7.47656], [1.19378, 1.80977, 7.04564], [1.04941, 2.08319, 5.68577], [1.31710, 2.57935, 3.10036], [2.77990, 1.52889, 2.89152], [2.83571, -0.53129, 4.41710], [3.13005, -0.99324, 6.85465], [2.07162, 0.52926, 8.54099], [0.76940, 2.48799, 7.78738], [0.49083, 2.96877, 5.36991]],
  "lowdin_charge": [-0.03, -0.22, 0.08, 0.09, 0.09, -0.12, -0.11, 0.10, 0.07, 0.08, 0.06, 0.10, -0.06, -0.28, -0.15, -0.17, -0.02, -0.05, 0.13, 0.10, 0.09, 0.08, 0.09, 0.08, 0.07, 0.09, 0.08, -0.06, -0.07, -0.20, 0.08, -0.32, 0.00, 0.09, 0.14, 0.08, 0.08, 0.08, -0.02, -0.07, -0.12, -0.21, 0.08, -0.34, -0.02, 0.08, 0.13, 0.08, 0.08, -0.17, -0.27, -0.07, -0.19, 0.12, -0.08, 0.15, -0.03, 0.10, -0.10, -0.08, 0.12, 0.09, 0.10, 0.40, 0.04, -0.16, -0.14, -0.15, 0.01, 0.03, 0.04, 0.01, 0.04, -0.04, 0.03, 0.03, 0.02, -0.21, -0.33, -0.08, -0.12, -0.16, -0.15, -0.07, 0.02, 0.02, 0.10, 0.09, 0.08, 0.09, 0.10],
  "homo_energy_ha": [-0.106, -0.131],
  "lumo_ev": [2.4, 2.4],
  "s_squared": 6.015,
  "multiplicity": 5,
  "max_force_ev_per_a": 3.38,
  "gap_ha": [0.1957, 0.2200],
  "charge": -1
}



# 2
{
  "formula": "C5H12O2",
  "method": "ωB97M-V/def2-TZVPD",
  "elements": ["C", "O", "C", "C", "C", "C", "O", "H", "H", "H", "H", "H", "H", "H", "H", "H", "H", "H", "H"],
  "coordinates": [[-1.63109, -0.68208, 1.71498], [-0.45622, -0.68438, 1.15225], [-0.14007, -0.41388, -0.07630], [-1.00420, 2.54067, 0.51138], [1.30152, -0.29249, -0.43472], [1.69276, -1.29996, -1.51978], [1.53001, -2.62676, -1.07426], [-2.50774, -0.51515, 1.09744], [-1.23205, 1.74945, 1.23536], [-1.65191, -1.05468, 2.72688], [-0.95131, -0.14267, -0.75046], [-1.13993, 3.51216, 0.99175], [-1.68014, 2.46186, -0.34479], [0.02850, 2.45005, 0.16522], [1.90366, -0.47692, 0.46188], [1.53308, 0.72688, -0.78451], [1.09555, -1.10602, -2.42704], [2.74718, -1.18575, -1.78884], [0.65059, -2.67163, -0.67136]],
  "lowdin_charge": [-0.05, -0.10, -0.20, -0.04, -0.16, -0.28, -0.07, 0.08, 0.00, 0.06, 0.13, 0.02, 0.03, 0.01, 0.13, 0.11, 0.12, 0.12, 0.08],
  "homo_energy_ha": [-0.271, -0.278],
  "lumo_ev": [0.6, 0.6],
  "max_force_ev_per_a": 0.94,
  "gap_ha": [0.2932, 0.2998]
}



# 3
{
  "formula": "C6H6O2Sn",
  "method": "ωB97M-V/def2-TZVPD",
  "elements": ["Sn", "C", "C", "C", "C", "C", "C", "O", "O", "H", "H", "H", "H", "H", "H"],
  "coordinates": [[-4.99077, -1.74176, 0.35899], [-0.55995, 1.14112, 0.65284], [0.77238, 1.44362, 0.39722], [1.53068, 0.64182, -0.37608], [1.07045, -0.53038, -0.94461], [-0.13959, -1.01455, -0.48390], [-1.00003, -0.14223, 0.28810], [-2.26392, -0.58425, 0.55867], [2.76079, 0.99854, -0.68023], [-1.16199, 1.83211, 1.22422], [1.27375, 2.27278, 0.87421], [1.74841, -1.25881, -1.36433], [-0.50881, -1.98441, -0.78296], [-2.03076, -1.46803, 0.85221], [3.49931, 0.39440, -0.57442]],
  "lowdin_charge": [2.01, 0.10, 0.11, -0.26, 0.09, 0.08, -0.22, -0.07, 0.25, 0.15, 0.17, 0.16, 0.14, 0.09, 0.18],
  "homo_energy_ha": [-0.751, -0.763],
  "lumo_ev": [-16.3, -16.3],
  "s_squared": 0.774,
  "multiplicity": 2,
  "max_force_ev_per_a": 4.71,
  "gap_ha": [0.1536, 0.1657],
  "charge": 3
}